(1)
{
  "formula": "C6H22N2O3",
  "method": "ωB97M-V with the def2-TZVPD basis set",
  "species": ["C", "C", "C", "C", "C", "N", "C", "N", "H", "H", "H", "H", "H", "H", "H", "H", "H", "H", "H", "H", "H", "H", "H", "H", "O", "H", "H", "O", "H", "H", "O", "H", "H"],
  "coordinates": [[1.4818, 2.1280, -1.8027], [1.7939, 1.6734, -0.3695], [0.4903, 1.4894, 0.3868], [0.6746, 0.9528, 1.8087], [1.2196, -0.4428, 1.9298], [0.3276, -1.4434, 1.3480], [0.8708, -2.5009, 0.5545], [0.8054, -2.1207, -0.8601], [0.6517, 1.5118, -2.1231], [1.1025, 3.1268, -1.9191], [2.3249, 1.7975, -2.3718], [2.2568, 0.6886, -0.3757], [2.4440, 2.2943, 0.2290], [-0.3042, 0.8959, -0.0945], [-0.1729, 2.3660, 0.3902], [1.3933, 1.6586, 2.1978], [-0.2149, 1.0153, 2.4098], [1.4729, -0.6755, 2.9740], [2.1267, -0.6258, 1.3588], [-0.6372, -1.1741, 1.2643], [1.9075, -2.7129, 0.8093], [0.2896, -3.4000, 0.7893], [-0.0743, -1.7042, -1.1530], [1.1906, -2.7991, -1.5142], [-2.7609, 1.7924, 0.5953], [-2.6355, 0.8207, 0.7050], [-3.7273, 1.7991, 0.6804], [-2.9032, -0.7264, 0.0232], [-2.1503, -1.2278, -0.1928], [-3.7298, -1.0238, -0.3715], [-1.6083, -1.2630, -2.1818], [-2.3595, -1.7527, -2.5253], [-1.5463, -0.4174, -2.5990]],
  "de_lowest_ev": 1.648,
  "total_charge": 0,
  "orbital_gap_ev": 8.123
}

=====

(2)
{
  "formula": "C6H22N2O5",
  "method": "ωB97M-V with the def2-TZVPD basis set",
  "species": ["C", "N", "C", "C", "C", "C", "C", "N", "H", "H", "H", "H", "H", "H", "H", "H", "H", "H", "H", "H", "O", "H", "H", "O", "H", "H", "O", "H", "H", "O", "H", "H", "O", "H", "H"],
  "coordinates": [[1.4315, -3.4713, -1.1302], [2.2160, -2.5523, -0.6455], [1.4667, -1.5138, 0.0347], [1.2143, -0.3550, -0.6832], [0.4711, 0.7910, -0.1135], [0.1347, 1.9784, -1.1099], [-0.4392, 3.0024, -0.1183], [-0.6284, 1.5100, -2.2909], [0.3324, -3.4733, -1.0674], [1.8733, -4.2131, -1.6807], [1.1236, -1.8129, 0.9746], [1.6615, -0.0822, -1.6281], [-0.3940, 0.3909, 0.5136], [1.0853, 1.3988, 0.5973], [1.1584, 2.4871, -1.4508], [0.4780, 3.5603, 0.3672], [-1.3491, 2.5527, 0.4619], [-0.8215, 3.8736, -0.7618], [-1.1853, 2.2600, -2.7772], [-1.3468, 0.9428, -1.9307], [-2.6646, 0.8025, 2.6788], [-2.9286, -0.0489, 3.1050], [-1.9281, 0.6610, 2.1747], [-2.3413, -0.7214, -0.7425], [-2.9020, -0.6932, -1.5415], [-1.5769, -1.3235, -1.0144], [2.5261, 0.8091, 3.4132], [3.3453, 1.3440, 3.3666], [2.4477, 0.7035, 4.3439], [-0.2760, -1.6232, -2.4917], [-0.0661, -2.4519, -3.0447], [0.1172, -0.8063, -2.5383], [-0.9834, -1.1578, 2.2372], [-0.2481, -0.9430, 2.8486], [-1.0035, -1.8250, 1.6442]],
  "de_lowest_ev": 1.528,
  "total_charge": 0,
  "orbital_gap_ev": 8.862
}

=====

(3)
{
  "formula": "C6H22O5",
  "method": "ωB97M-V with the def2-TZVPD basis set",
  "species": ["C", "O", "H", "H", "H", "H", "C", "O", "H", "H", "H", "H", "O", "H", "H", "C", "C", "O", "H", "H", "H", "H", "H", "H", "C", "C", "O", "H", "H", "H", "H", "H", "H"],
  "coordinates": [[-2.8698, 0.5864, -2.5368], [-3.7288, -0.4274, -3.0384], [-2.1373, 1.0945, -3.1640], [-3.3947, 1.4771, -2.1913], [-2.2995, 0.2422, -1.6740], [-4.6245, -0.3472, -2.7024], [0.7422, -0.5633, -2.2564], [-0.0596, -1.6985, -2.1300], [1.0902, -0.2701, -1.2659], [1.6436, -0.6762, -2.8587], [0.3324, 0.3720, -2.6376], [0.0242, -2.1277, -2.9846], [-0.9770, -0.2216, -0.7990], [-0.3746, -0.1838, -0.0561], [-0.5826, -0.8575, -1.3958], [-0.8920, 0.9964, 1.6033], [-0.5225, 0.8560, 3.0824], [0.9188, 0.9146, 3.2104], [-1.9756, 0.8796, 1.5835], [-0.5550, 0.1814, 0.9627], [-0.5420, 1.9337, 1.1709], [-0.7951, -0.0982, 3.5332], [-1.0072, 1.5348, 3.7841], [1.3045, 0.0564, 3.4011], [1.8279, 0.4050, 1.4407], [2.7700, -0.6260, 0.8023], [2.4648, -2.0222, 1.1359], [2.0609, 0.3783, 2.5052], [0.7887, 0.3215, 1.1228], [2.1362, 1.4001, 1.1202], [3.7926, -0.4163, 1.1161], [2.7294, -0.5107, -0.2808], [2.7115, -2.5831, 0.3969]],
  "de_lowest_ev": 9.572,
  "total_charge": 0,
  "orbital_gap_ev": 9.301
}

=====

(4)
{
  "formula": "C6H22O8",
  "method": "ωB97M-V with the def2-TZVPD basis set",
  "species": ["O", "C", "O", "C", "C", "C", "C", "C", "H", "H", "H", "H", "H", "H", "H", "H", "H", "H", "H", "H", "O", "H", "H", "O", "H", "H", "O", "H", "H", "O", "H", "H", "O", "H", "H", "O"],
  "coordinates": [[-0.4394, -0.8035, 3.4393], [0.4537, -0.4610, 2.7106], [1.5076, -1.2756, 2.4817], [0.5585, 0.8570, 1.9965], [0.2203, 0.7748, 0.5006], [-1.1478, 0.2633, 0.2651], [-1.4940, -0.4386, -0.8746], [-2.8633, -0.9039, -1.1437], [1.4807, -2.0728, 3.0246], [1.5661, 1.2519, 2.1404], [-0.1227, 1.5619, 2.4727], [0.9840, 0.1974, -0.0371], [0.2815, 1.7944, 0.0896], [-1.8509, 0.5279, 1.0596], [-0.7617, -0.6793, -1.6427], [-2.9359, -1.8624, -1.6503], [-3.4056, -0.1486, -1.7316], [-3.4375, -1.0229, -0.2134], [2.2231, 1.4460, -2.6751], [3.2717, 1.8589, -1.6027], [3.1545, 1.3252, -2.3927], [-1.8735, 0.3304, 3.2577], [-3.2773, 0.9375, 3.5249], [-2.5060, 1.0239, 2.9408], [1.5939, -2.2039, 0.6668], [0.6283, -3.0991, -0.1090], [1.4889, -2.6839, -0.1641], [0.3314, 1.0217, -4.0322], [0.7253, 0.0786, -2.8088], [0.4524, 1.0035, -3.0704], [-0.9470, 1.8485, -2.4690], [-2.1324, 1.8634, -1.4408], [-1.7386, 2.3442, -2.1800], [1.7337, -1.8778, -1.7106], [2.5802, -0.7866, -2.4495], [1.7833, -1.3491, -2.5352]],
  "de_lowest_ev": 0.000,
  "total_charge": 1,
  "orbital_gap_ev": [9.666, 5.829],
  "multiplicity": 2,
  "s2": 0.752
}

=====

(5)
{
  "formula": "C6H23N2O5",
  "method": "ωB97M-V with the def2-TZVPD basis set",
  "species": ["C", "C", "C", "C", "C", "C", "N", "N", "H", "H", "H", "H", "H", "H", "H", "H", "H", "H", "H", "H", "H", "H", "H", "O", "H", "H", "O", "H", "H", "O", "H", "H", "O", "H", "H", "O"],
  "coordinates": [[1.4680, -0.8478, 0.7593], [0.8682, -0.7805, -0.6585], [-0.0859, 0.4068, -0.7454], [0.8125, 1.6042, -0.5531], [1.6480, 2.1098, -1.4653], [1.1961, 2.7049, 1.5409], [0.4858, 2.4047, 0.5544], [0.1032, -2.0915, -0.8110], [2.2259, -0.0653, 0.6975], [0.8197, -0.5235, 1.5707], [1.8936, -1.8212, 0.9898], [1.6426, -0.6717, -1.4037], [-0.4693, 0.4558, -1.7674], [-0.9349, 0.3242, -0.0784], [2.0383, 3.1046, -1.3282], [1.9782, 1.4468, -2.2537], [0.8518, 3.4890, 2.2190], [2.0850, 2.2391, 1.9824], [-0.8137, -2.0913, -0.3233], [-0.2113, -2.3105, -1.7616], [0.7021, -2.7950, -0.4142], [-2.4804, -4.0953, -1.7906], [-2.9191, -3.3136, -0.5715], [-2.2830, -3.2863, -1.2957], [-2.8070, 3.1513, 1.3092], [-1.3780, 2.5272, 0.9646], [-2.1914, 2.4848, 1.5011], [3.6516, 0.5723, -1.9867], [4.2817, -0.8952, -2.4581], [3.5726, -0.3777, -2.1227], [-2.0445, -0.6161, 0.9826], [-2.5245, -2.0721, 0.9668], [-1.7869, -1.5244, 0.6766], [-2.7118, 0.9090, 1.9098], [-3.5053, 0.1745, 3.0320], [-3.1776, 0.0699, 2.1325]],
  "de_lowest_ev": 0.000,
  "total_charge": 1,
  "orbital_gap_ev": 9.445
}

=====

(6)
{
  "formula": "C6H23NO6",
  "method": "ωB97M-V with the def2-TZVPD basis set",
  "species": ["C", "C", "C", "C", "C", "N", "C", "O", "H", "H", "H", "H", "H", "H", "H", "H", "H", "H", "H", "H", "H", "O", "H", "H", "O", "H", "H", "O", "H", "H", "O", "H", "H", "O", "H", "H"],
  "coordinates": [[-1.8674, -0.4487, 0.8323], [-2.1985, 0.5622, 0.0584], [-3.5291, 0.7449, -0.6611], [-1.2614, 1.8250, 0.0304], [0.1195, 1.5624, -0.6108], [-0.0425, 1.2246, -2.0186], [1.1149, 2.6419, -0.2879], [2.4563, 2.2354, -0.7237], [-2.4500, -1.2980, 0.8580], [-1.0453, -0.4995, 1.5283], [-4.1404, 1.3746, 0.0033], [-4.1092, -0.0956, -1.0539], [-3.2448, 1.2433, -1.6046], [-1.0985, 2.2232, 0.9603], [-1.8539, 2.6268, -0.4316], [0.6032, 0.5347, -0.1170], [0.7812, 1.4711, -2.5902], [-0.7611, 1.8065, -2.6050], [0.9371, 2.9700, 0.7379], [0.9485, 3.4347, -1.0591], [2.6375, 1.4820, -0.0885], [-0.4964, -3.1224, 1.2260], [-0.2121, -2.7587, 0.3109], [-0.7729, -3.9939, 0.9827], [1.7811, -1.8317, 3.4245], [0.9485, -1.5630, 3.8175], [1.3993, -2.4745, 2.8515], [3.1120, 0.0210, 1.9859], [3.3798, -0.8123, 1.7473], [3.0718, -0.0422, 2.9901], [0.0047, -1.9220, -1.1771], [-0.2557, -2.4501, -1.8846], [-0.3472, -1.0255, -1.3398], [2.4840, -1.9434, -2.1889], [2.2543, -2.2630, -1.3285], [1.6524, -1.4402, -2.5743]],
  "de_lowest_ev": 3.279,
  "total_charge": 0,
  "orbital_gap_ev": 9.814
}

=====

(7)
{
  "formula": "C6H23NO7",
  "method": "ωB97M-V with the def2-TZVPD basis set",
  "species": ["C", "N", "O", "O", "H", "H", "H", "C", "O", "H", "H", "H", "H", "C", "O", "H", "H", "H", "H", "C", "O", "H", "H", "H", "H", "C", "O", "H", "H", "H", "H", "C", "O", "H", "H", "H", "H"],
  "coordinates": [[-1.4773, 3.6611, -1.2567], [-2.3804, 2.7012, -1.9519], [-2.7580, 1.7304, -1.3324], [-2.6602, 2.9479, -3.0983], [-1.1870, 3.2789, -0.2840], [-2.0634, 4.5679, -1.1278], [-0.6022, 3.8165, -1.8782], [-3.3251, 1.1039, 2.0006], [-3.8591, 2.2445, 2.6623], [-2.3724, 1.3246, 1.5044], [-3.1759, 0.3299, 2.7469], [-3.9765, 0.7669, 1.1891], [-4.0629, 2.8991, 1.9887], [-0.1202, -0.0677, -0.3909], [0.9478, -0.9272, 0.0229], [-0.1440, 0.8731, 0.1682], [0.0320, 0.2112, -1.4382], [-1.0819, -0.5654, -0.2528], [1.3135, -0.5116, 0.8180], [3.5729, -1.9193, -1.8283], [2.7018, -0.8364, -2.0773], [2.9971, -2.8284, -1.6345], [4.2584, -2.1565, -2.6410], [4.2086, -1.7063, -0.9620], [2.0281, -0.8958, -1.3596], [-0.6997, -4.2112, -0.8777], [-1.1006, -4.7390, 0.3593], [-1.1419, -3.2335, -1.1015], [0.3786, -4.1493, -1.0384], [-1.0908, -4.8444, -1.6772], [-0.6007, -4.3387, 1.0737], [2.9477, 1.2259, 2.1323], [2.3083, -0.0102, 2.4374], [3.2114, 1.8769, 2.9671], [3.8786, 1.1001, 1.5688], [2.2557, 1.7304, 1.4586], [2.8396, -0.4492, 3.1106]],
  "de_lowest_ev": 5.639,
  "total_charge": 0,
  "orbital_gap_ev": 9.766
}

=====

(8)
{
  "formula": "C6H24",
  "method": "ωB97M-V with the def2-TZVPD basis set",
  "species": ["C", "H", "H", "H", "H", "C", "H", "H", "H", "H", "C", "H", "H", "H", "H", "C", "H", "H", "H", "H", "C", "H", "H", "H", "H", "C", "H", "H", "H", "H"],
  "coordinates": [[2.6127, 6.0360, 0.3160], [1.7641, 5.4212, 0.0107], [3.0071, 6.5749, -0.5358], [2.3668, 6.7316, 1.1122], [3.3349, 5.3009, 0.6854], [-2.3256, 5.5327, 0.5788], [-2.0046, 6.4767, 1.0190], [-2.1544, 4.7592, 1.3106], [-3.3674, 5.5923, 0.2937], [-1.7805, 5.3835, -0.3528], [-0.0696, -0.5059, 4.0659], [0.9277, -0.9083, 3.9313], [-0.7546, -0.9745, 3.3492], [-0.5304, -0.6728, 5.0341], [-0.1121, 0.5551, 3.8283], [4.3866, -2.0762, 0.4774], [5.3970, -1.7611, 0.0580], [3.8163, -2.7013, -0.1952], [4.8948, -2.6045, 1.3152], [3.8728, -1.1724, 0.7695], [-1.3446, -5.7464, -1.2400], [-0.3474, -5.3143, -1.2351], [-1.6206, -5.8547, -2.2896], [-1.4581, -6.4989, -0.4470], [-2.1192, -5.0087, -0.8637], [-3.2809, -3.2361, -4.2050], [-3.9888, -4.0203, -4.4820], [-2.5133, -3.7228, -3.5828], [-2.8950, -2.8367, -5.1457], [-3.6409, -2.3961, -3.6082]],
  "de_lowest_ev": 0.078,
  "total_charge": 1,
  "orbital_gap_ev": [11.812, 1.476],
  "multiplicity": 2,
  "s2": 0.753
}

=====

Q: Number 8 is which compound?
A: C6H24